Entry 1:
ORCA calculation (ωB97M-V/def2-TZVPD) on a molecular structure, C31H45Cl2F3INO5P2 at a distorted geometry.

Energy in eV: -104452.431
Net charge: 0
Frontier orbital gap in eV: 1.99
Lowest unoccupied orbital energy in eV: -3.3

Each line ends with the Löwdin charge.
Positions of all 90 atoms, in Å:
C  -4.403  -1.038  -2.154  -0.14
C  -4.840  -0.366  -0.689  -0.23
C  -4.137  -1.225  0.496  -0.19
C  -2.664  -0.728  1.002  -0.03
C  -1.856  0.426  0.170  0.08
C  -0.365  0.875  0.647  -0.01
C  0.403  2.030  -0.204  -0.02
C  -0.388  2.641  -1.521  -0.16
C  -1.359  3.843  -0.967  -0.17
C  -2.907  3.782  -1.503  -0.19
O  -3.037  3.228  -2.861  -0.17
C  -2.384  4.120  -3.845  -0.48
C  -1.829  3.389  -5.242  -0.36
O  -2.170  5.430  -3.693  -0.10
C  1.907  2.514  0.309  -0.10
C  2.512  3.713  -0.635  -0.21
C  3.222  2.946  -1.934  -0.25
C  4.833  2.715  -1.772  -0.16
N  2.636  1.845  1.508  -0.25
P  4.208  2.651  1.685  0.64
O  5.360  2.090  2.791  -0.42
I  3.447  4.741  2.917  0.42
C  2.000  0.703  2.332  -0.05
C  2.982  0.100  3.430  -0.15
C  4.078  -0.822  2.555  -0.17
C  3.316  -1.853  1.480  -0.21
C  3.447  -1.277  -0.084  -0.14
C  2.111  -1.872  -0.896  -0.21
O  2.368  -3.303  -1.127  -0.23
C  1.664  -3.806  -2.321  -0.25
C  0.213  -4.505  -1.914  -0.11
C  0.478  0.251  1.951  -0.03
C  -0.346  -0.821  2.810  -0.26
P  0.102  -1.686  4.476  0.69
O  0.642  -0.441  5.646  -0.41
Cl  1.681  -3.157  4.182  0.15
C  -1.883  -1.311  2.346  -0.04
C  -2.765  -2.437  3.214  -0.19
C  -2.187  -3.974  3.033  -0.12
C  -3.446  -4.865  2.402  -0.06
F  -4.568  -5.153  3.356  -0.05
C  -3.513  -5.329  0.990  -0.03
F  -2.245  -5.726  0.334  -0.01
F  -4.847  -5.313  0.315  -0.02
H  -3.242  -1.006  -2.341  0.07
H  -4.978  -0.531  -3.066  0.10
H  -4.702  -2.186  -2.171  0.08
H  -6.025  -0.429  -0.645  0.13
H  -4.559  0.768  -0.747  0.10
H  -4.079  -2.388  0.234  0.13
H  -4.856  -1.171  1.445  0.12
H  -2.384  0.891  -0.764  0.09
H  0.350  3.132  -2.320  0.12
H  -0.970  1.804  -2.143  0.13
H  -1.412  3.727  0.220  0.12
H  -0.824  4.888  -1.144  0.12
H  -3.349  4.867  -1.421  0.14
H  -3.525  3.117  -0.728  0.12
H  -0.801  2.871  -5.017  0.04
H  -2.636  2.548  -5.478  -0.05
H  -1.788  4.175  -6.110  0.07
H  3.197  4.500  -0.120  0.05
H  1.671  4.396  -1.143  0.13
H  3.062  3.657  -2.871  0.13
H  2.611  1.955  -2.200  0.12
H  5.207  2.242  -2.802  0.09
H  5.141  1.926  -0.948  0.04
H  5.324  3.773  -1.627  0.09
H  5.192  2.425  3.732  0.06
H  2.677  -0.629  4.243  0.05
H  3.485  0.988  4.022  0.11
H  4.788  -1.435  3.272  0.13
H  4.764  -0.194  1.854  0.08
H  3.909  -2.876  1.500  0.13
H  2.175  -1.976  1.672  0.06
H  4.405  -1.668  -0.634  0.13
H  3.332  -0.102  -0.139  0.09
H  1.127  -1.783  -0.238  0.12
H  1.895  -1.250  -1.879  0.13
H  2.317  -4.696  -2.773  0.13
H  1.542  -3.007  -3.171  0.12
H  0.446  -5.528  -1.378  0.08
H  -0.329  -3.807  -1.128  0.07
H  -0.481  -4.669  -2.857  0.09
H  0.729  -0.915  6.547  0.08
H  -3.900  -2.453  2.949  0.10
H  -2.722  -2.220  4.388  0.11
H  -2.015  -4.430  4.122  0.13
H  -1.205  -4.049  2.400  0.12
Cl  -4.032  3.724  -5.609  0.02

=====

Entry 2:
ORCA calculation (ωB97M-V/def2-TZVPD) on a molecular structure, C31H45ClF5PSY at a distorted geometry.

Energy in eV: -80154.540
Net charge: -1
Frontier orbital gap in eV: 5.40
Lowest unoccupied orbital energy in eV: 2.5
Relative energy (zero: lowest compared OMol25 entry of this formula, charge and spin) in kJ/mol: 0.0

Each line ends with the Löwdin charge.
Positions of all 85 atoms, in Å:
Y  0.742  0.569  0.293  0.66
Cl  1.917  0.457  -1.950  -0.10
P  0.185  -2.315  -0.468  1.06
C  1.541  2.618  0.633  -0.28
H  1.853  2.756  1.681  0.02
H  2.273  2.921  -0.129  0.04
C  -1.224  -3.310  0.240  -0.44
C  1.846  -3.018  0.070  -0.44
C  -1.163  -3.353  1.776  -0.21
H  -2.097  -2.690  -0.044  0.11
C  -2.442  -3.971  2.363  -0.19
H  -0.291  -3.942  2.098  0.10
H  -1.024  -2.343  2.191  0.05
C  -2.810  -5.316  1.727  -0.21
H  -2.315  -4.096  3.446  0.11
H  -3.269  -3.264  2.217  0.12
C  -2.758  -5.296  0.194  -0.20
H  -2.126  -6.089  2.098  0.11
H  -3.818  -5.606  2.048  0.10
C  -1.450  -4.705  -0.350  -0.21
H  -2.887  -6.311  -0.203  0.10
H  -3.593  -4.691  -0.186  0.11
H  -0.608  -5.364  -0.089  0.10
H  -1.499  -4.670  -1.447  0.08
C  0.153  -2.513  -2.333  -0.46
C  1.888  -4.535  0.273  -0.22
H  2.496  -2.760  -0.787  0.11
C  3.336  -4.990  0.506  -0.20
H  1.271  -4.812  1.142  0.10
H  1.476  -5.071  -0.595  0.09
C  4.014  -4.256  1.669  -0.21
H  3.348  -6.072  0.689  0.10
H  3.908  -4.812  -0.414  0.11
C  3.834  -2.735  1.618  -0.19
H  3.610  -4.635  2.616  0.11
H  5.085  -4.491  1.668  0.10
C  2.392  -2.297  1.316  -0.24
H  4.153  -2.291  2.569  0.11
H  4.487  -2.323  0.838  0.12
H  1.752  -2.519  2.184  0.10
H  2.399  -1.193  1.203  0.06
C  -1.248  -2.247  -2.898  -0.21
H  0.804  -1.669  -2.635  0.02
C  -1.232  -2.237  -4.433  -0.20
H  -1.946  -3.021  -2.545  0.10
H  -1.627  -1.282  -2.526  0.11
C  -0.558  -3.474  -5.041  -0.21
H  -2.260  -2.155  -4.805  0.11
H  -0.694  -1.340  -4.768  0.12
C  0.807  -3.781  -4.413  -0.20
H  -1.216  -4.345  -4.920  0.11
H  -0.431  -3.326  -6.120  0.10
C  0.769  -3.804  -2.880  -0.21
H  1.182  -4.745  -4.777  0.10
H  1.527  -3.013  -4.727  0.12
H  0.180  -4.670  -2.542  0.10
H  1.791  -3.944  -2.499  0.10
C  -1.406  0.922  -0.116  -0.24
C  0.097  2.701  0.268  -0.40
H  -1.725  -0.100  0.256  0.02
C  -0.188  3.642  -0.881  -0.22
H  -0.623  2.740  1.113  0.08
C  -1.681  3.891  -1.109  -0.22
H  0.301  4.616  -0.685  0.11
H  0.292  3.235  -1.786  0.10
C  -2.394  2.652  -1.650  -0.22
H  -2.142  4.213  -0.163  0.11
H  -1.794  4.719  -1.819  0.10
C  -2.616  1.625  -0.521  -0.33
H  -3.361  2.952  -2.079  0.09
H  -1.805  2.197  -2.458  0.11
H  -3.017  2.142  0.371  0.10
H  -3.400  0.914  -0.841  0.10
F  -0.715  5.546  4.811  0.09
C  -0.528  4.276  4.406  -0.14
C  0.743  3.697  4.500  -0.14
F  1.772  4.406  5.006  0.09
C  0.934  2.394  4.056  -0.25
F  2.177  1.850  4.136  0.05
C  -0.117  1.620  3.509  -0.60
S  0.164  0.014  2.968  0.60
C  -1.393  2.237  3.457  -0.23
F  -2.451  1.541  2.952  0.05
C  -1.595  3.541  3.891  -0.14
F  -2.821  4.108  3.800  0.09

=====

Entry 3:
ORCA calculation (ωB97M-V/def2-TZVPD) on a molecular structure, C31H45CoN4O3PS2.

Multiplicity: 2
Energy in eV: -113561.271
Net charge: 0
Frontier orbital gap (spin up / spin down) in eV: 7.22 / 6.73
Lowest unoccupied orbital energy (spin up / spin down) in eV: 0.4 / -0.1
Relative energy (zero: lowest compared OMol25 entry of this formula, charge and spin) in kJ/mol: 5.9

Each line ends with the Löwdin charge.
Positions of all 87 atoms, in Å:
Co  -1.907  -0.740  -0.261  0.20
O  -3.862  -0.576  -0.123  -0.55
S  -4.787  -0.346  1.053  1.07
C  -4.190  -1.226  2.512  -0.34
C  -3.814  -2.673  2.193  -0.23
C  -2.356  -2.881  1.773  -0.25
C  -2.050  -2.595  0.309  -0.25
S  -2.075  -1.690  -2.291  0.78
O  -0.004  -0.985  -0.293  -0.32
C  -1.666  -0.499  -3.534  -0.61
C  -2.373  -0.549  -4.739  -0.13
C  -2.038  0.279  -5.800  -0.10
C  -1.000  1.192  -5.679  -0.11
C  -0.305  1.264  -4.480  -0.10
C  -0.625  0.425  -3.423  -0.15
C  -4.549  1.353  1.573  -0.37
C  -4.576  2.287  0.545  -0.10
C  -4.435  3.634  0.844  -0.07
C  -4.287  4.044  2.162  -0.08
C  -4.291  3.107  3.184  -0.07
C  -4.423  1.756  2.895  -0.08
H  -5.049  -1.187  3.187  0.10
H  -3.349  -0.695  2.951  0.07
H  -4.488  -3.090  1.438  0.11
H  -3.998  -3.241  3.108  0.11
H  -2.121  -3.938  1.949  0.11
H  -1.708  -2.316  2.446  0.09
H  -2.840  -3.037  -0.303  0.04
H  -1.107  -3.062  0.028  0.05
H  -3.196  -1.247  -4.832  0.09
H  -2.600  0.215  -6.724  0.10
H  -0.742  1.843  -6.504  0.09
H  0.500  1.983  -4.366  0.09
H  -0.075  0.495  -2.496  0.05
H  -4.664  1.957  -0.482  0.11
H  -4.433  4.361  0.043  0.11
H  -4.160  5.093  2.392  0.11
H  -4.174  3.424  4.212  0.11
H  -4.406  1.038  3.702  0.10
C  3.179  1.386  -2.030  -0.08
C  3.208  1.251  -0.499  -0.59
C  2.430  2.465  0.057  -0.07
C  4.664  1.325  -0.019  -0.07
P  2.352  -0.331  -0.016  1.14
N  0.731  0.099  -0.183  -0.15
C  2.605  -0.730  1.795  -0.59
C  1.506  -1.698  2.274  -0.06
C  3.989  -1.321  2.094  -0.07
C  2.440  0.554  2.621  -0.08
C  2.796  -1.766  -1.135  -0.58
C  2.042  -1.671  -2.475  -0.06
C  4.308  -1.806  -1.405  -0.08
C  2.383  -3.114  -0.515  -0.07
H  3.592  2.364  -2.282  0.09
H  2.160  1.344  -2.416  0.07
H  3.782  0.637  -2.537  0.06
H  2.772  3.349  -0.484  0.09
H  2.620  2.640  1.111  0.07
H  1.357  2.368  -0.100  0.06
H  5.105  2.238  -0.424  0.10
H  5.271  0.487  -0.359  0.07
H  4.734  1.387  1.066  0.06
H  0.507  -1.324  2.052  0.06
H  1.598  -1.774  3.360  0.10
H  1.610  -2.697  1.863  0.07
H  4.147  -2.286  1.620  0.06
H  4.063  -1.475  3.173  0.10
H  4.800  -0.653  1.803  0.07
H  1.499  1.062  2.409  0.07
H  3.268  1.247  2.485  0.06
H  2.427  0.269  3.675  0.10
H  2.213  -0.748  -3.017  0.06
H  0.969  -1.806  -2.344  0.06
H  2.411  -2.489  -3.099  0.10
H  4.649  -0.965  -2.006  0.06
H  4.516  -2.715  -1.975  0.09
H  4.905  -1.849  -0.495  0.07
H  1.324  -3.137  -0.277  0.07
H  2.967  -3.377  0.364  0.07
H  2.574  -3.879  -1.272  0.10
O  -1.590  -0.085  1.662  -0.21
N  -1.219  0.998  2.212  0.04
C  -1.118  2.100  1.486  -0.32
C  -1.476  1.973  0.118  -0.12
N  -1.824  1.392  -0.813  0.23
C  -0.685  3.302  2.110  -0.20
N  -0.335  4.283  2.598  0.15